Record 1
This record from OMol25 describes a structure of composition C17H17BrF5IrN5S at a distorted geometry. The level of theory is ωB97M-V/def2-TZVPD.

```
47
Properties=species:S:1:pos:R:3
Ir -0.2760 0.0713 -0.0181
C 1.1448 -1.6890 5.0370
C 1.9900 -0.5130 4.5722
N 2.4580 -0.6826 3.1952
C 1.7437 -0.4680 2.1200
S 0.1300 0.2277 2.2427
N 2.3406 -0.7617 0.9217
N 1.5880 -0.5723 -0.1345
C 2.1060 -0.6639 -1.3610
C 3.5203 -1.0077 -1.6223
C 1.1504 -0.3730 -2.4408
C 1.4714 -0.5969 -3.7717
C 0.4940 -0.4232 -4.7420
C -0.7747 -0.0302 -4.3575
C -1.0371 0.2031 -3.0122
N -0.1071 0.0635 -2.0804
H 0.7804 -1.4955 6.0441
H 1.7300 -2.6070 5.0571
H 0.2800 -1.8444 4.3921
H 2.8858 -0.4044 5.1811
H 1.4492 0.4327 4.6370
H 3.3777 -1.0833 3.0452
H 4.0784 -1.1148 -0.6984
H 3.9799 -0.2374 -2.2445
H 3.5682 -1.9497 -2.1755
H 2.4632 -0.9267 -4.0440
H 0.7219 -0.6075 -5.7828
H -1.5664 0.0958 -5.0821
H -2.0108 0.5315 -2.6731
F -0.3788 -2.5061 -1.2559
C -0.6956 -1.9355 -0.0742
F -0.0481 -2.6268 0.8850
C -2.2188 -2.1283 0.1361
F -2.5328 -3.4046 0.2343
F -2.6238 -1.4888 1.2381
F -2.8697 -1.5921 -0.9121
Br -1.0086 5.7560 -0.1553
C -1.8892 4.1000 -0.0862
C -3.2763 4.0140 -0.0612
C -3.8611 2.7600 -0.0140
C -3.0563 1.6355 0.0063
N -1.7210 1.7269 -0.0144
C -1.1450 2.9352 -0.0563
H -3.8793 4.9117 -0.0753
H -4.9355 2.6476 0.0110
H -3.4779 0.6407 0.0491
H -0.0620 2.9810 -0.0594
```

The expectation value of S² is 0.78. The molecular weight comes out at 690.5 g/mol. For the energy relative to the best compared isomer or geometry (same formula, charge and spin), the calculation gives 0.0 kcal/mol. Its spin multiplicity is 2. As for the total charge: +2. For the highest occupied orbital energy (alpha / beta), the calculation gives -15.13 / -15.07 eV. As for the gap between HOMO and LUMO (alpha / beta): 7.36 / 5.45 eV.

=====

Record 2
This record from OMol25 describes a structure of composition C17H17BrN2O2S2Tl. The level of theory is ωB97M-V/def2-TZVPD.

```
42
Properties=species:S:1:pos:R:3
Tl 0.3795 0.2689 0.0785
O 1.4015 2.6005 0.5565
S 0.1080 3.1954 0.9196
O -0.0823 3.6737 2.2556
N -0.8913 1.9847 0.5218
C -2.1287 1.7122 1.0957
C -2.9737 2.6137 1.6913
C -4.2373 2.2152 2.1735
C -4.6744 0.9284 2.0637
C -3.8316 -0.0389 1.4708
C -4.2032 -1.3912 1.3209
C -3.3430 -2.2898 0.7495
C -2.0823 -1.8410 0.3451
N -1.7077 -0.5818 0.4690
C -2.5557 0.3451 1.0078
C -0.1907 4.5060 -0.2084
C 0.3213 4.4225 -1.4964
C 0.0429 5.4426 -2.3900
C -0.7339 6.5238 -1.9931
C -1.2337 6.5961 -0.7002
C -0.9613 5.5831 0.2061
H -2.6712 3.6456 1.7985
H -4.8714 2.9625 2.6311
H -5.6533 0.6339 2.4171
H -5.1827 -1.7063 1.6590
H -3.6107 -3.3268 0.6103
H -1.3715 -2.5260 -0.1022
H 0.9256 3.5737 -1.7875
H 0.4365 5.3969 -3.3963
H -0.9434 7.3198 -2.6951
H -1.8268 7.4467 -0.3935
H -1.3140 5.6413 1.2268
C 2.3213 -2.1496 1.6080
S 1.9945 -0.3956 1.8907
C 3.5361 0.3493 1.3149
H 2.6379 -2.3262 0.5827
H 1.4133 -2.7057 1.8313
H 3.1020 -2.4491 2.3041
H 4.2856 0.1510 2.0780
H 3.3618 1.4196 1.2230
H 3.8271 -0.0824 0.3601
Br 0.8720 0.2099 -2.3538
```

The molecular weight comes out at 629.8 g/mol. For the energy relative to the best compared isomer or geometry (same formula, charge and spin), the calculation gives 0.0 kcal/mol. As for the total charge: +1. For the highest occupied orbital energy, the calculation gives -11.20 eV. As for the gap between HOMO and LUMO: 7.06 eV.

=====

Record 3
This record from OMol25 describes a structure of composition C17H17Cl2O10PRuS4. The level of theory is ωB97M-V/def2-TZVPD.

```
52
Properties=species:S:1:pos:R:3
Ru 0.0233 0.8237 0.1311
Cl -3.0084 -0.1772 -6.3760
C -2.4211 0.5193 -4.8724
C -3.2870 0.6299 -3.7871
C -2.8208 1.1452 -2.6031
Cl -3.9159 1.2879 -1.2657
C -1.4646 1.5769 -2.3977
O -1.0818 1.9970 -1.2645
C -0.6475 1.4996 -3.5710
C 0.7258 2.0308 -3.6366
O 1.2626 2.8057 -2.8874
C -1.1237 0.9548 -4.7647
H -4.3141 0.3000 -3.8657
H 1.2632 1.6874 -4.5540
H -0.4528 0.8839 -5.6142
O 3.1894 -0.3526 2.7703
S 2.1622 0.5366 2.2627
O 1.0327 -0.2368 1.6856
O 2.6065 1.5928 1.3867
C 1.4697 1.3240 3.7408
C 2.1002 0.9749 4.9305
C 1.6874 1.4892 6.1502
C 0.6202 2.3672 6.1897
C -0.0172 2.7218 5.0102
C 0.3873 2.2185 3.7779
S -0.5597 2.8515 2.3571
O -1.1513 1.6566 1.7106
O -1.5779 3.6834 2.9623
O 0.4007 3.5153 1.5099
H 2.9265 0.2813 4.8737
H 2.1996 1.1970 7.0599
H 0.2769 2.7794 7.1318
H -0.8539 3.4050 5.0169
C 2.2743 -3.4918 1.8538
C 2.1671 -2.9403 0.4520
O 0.7775 -2.9098 0.0950
P 0.1351 -1.8623 -0.9197
S -1.4659 -1.0002 -0.1194
S 1.3584 -0.4149 -1.5159
O -0.2490 -2.8892 -2.1105
C -0.9537 -2.3368 -3.2364
C -2.3644 -2.8794 -3.2755
H 3.3252 -3.5550 2.1442
H 1.8288 -4.4874 1.9133
H 1.7712 -2.8209 2.5470
H 2.6908 -3.5719 -0.2733
H 2.5734 -1.9303 0.4020
H -0.3889 -2.6107 -4.1301
H -0.9677 -1.2470 -3.1723
H -2.3611 -3.9708 -3.3094
H -2.8835 -2.4971 -4.1573
H -2.9043 -2.5547 -2.3851
```

The molecular weight comes out at 712.5 g/mol. For the energy relative to the best compared isomer or geometry (same formula, charge and spin), the calculation gives 0.0 kcal/mol. As for the total charge: -2. For the highest occupied orbital energy, the calculation gives -1.66 eV. As for the gap between HOMO and LUMO: 5.83 eV.

=====

Record 4
This record from OMol25 describes a structure of composition C17H17F6FeN7OS5Sb at a distorted geometry. The level of theory is ωB97M-V/def2-TZVPD.

```
55
Properties=species:S:1:pos:R:3
Fe -0.6343 0.9242 -1.2914
N -2.0784 4.0790 -3.4362
C -2.2251 3.0936 -2.5566
O -1.7467 1.9647 -2.7920
C -2.9879 3.4035 -1.2891
C -3.0990 2.2441 -0.3709
H -1.4212 3.9440 -4.1885
H -2.2831 5.0253 -3.1595
H -3.9847 3.7463 -1.6016
H -2.4983 4.2558 -0.8165
H -3.6308 1.3538 -0.6796
H -2.9352 2.3733 0.6891
N -1.6473 -0.4817 -4.3981
C -0.4195 -0.8233 -3.9510
N 0.1405 -0.2852 -2.8981
C 1.3834 -0.8518 -2.6468
C 1.7608 -1.8200 -3.5053
S 0.5330 -2.0586 -4.6980
C 2.0960 -0.3337 -1.4793
C 3.3577 -0.5928 -1.0811
S 3.7025 0.2704 0.3746
C 2.1091 0.9353 0.3487
N 1.3885 0.5453 -0.6735
N 1.6457 1.7327 1.3380
H -2.0215 0.3892 -4.0469
H -1.9385 -0.7832 -5.3093
H 2.6595 -2.4137 -3.5031
H 4.0967 -1.2219 -1.5484
H 2.3201 2.2223 1.9005
H 0.8182 2.2721 1.1306
F 0.0102 2.9972 -1.0433
Sb 1.0197 4.6790 -1.0748
F 1.0106 4.4958 -2.9552
F -0.6567 5.5674 -1.1960
F 1.9545 6.2967 -1.0953
F 0.8333 4.6463 0.8044
F 2.5869 3.6438 -0.9512
S 1.1908 -5.5696 0.9559
C 0.3555 -4.1471 1.1175
S -0.1647 -3.2820 -0.3083
C -0.8553 -2.0377 0.6833
N -0.7166 -2.2380 1.9408
N -0.0492 -3.4230 2.1986
C 0.1054 -3.7224 3.5983
C 0.6766 -4.9097 4.0485
C 0.7913 -5.1402 5.4131
C 0.3500 -4.2096 6.3367
C -0.2158 -3.0282 5.8814
C -0.3422 -2.7773 4.5261
S -1.7020 -0.6933 -0.0025
H 1.0274 -5.6453 3.3483
H 1.2368 -6.0693 5.7451
H 0.4435 -4.4006 7.3981
H -0.5666 -2.2849 6.5862
H -0.7834 -1.8571 4.1834
```

The expectation value of S² is 8.76. The molecular weight comes out at 787.3 g/mol. For the energy relative to the best compared isomer or geometry (same formula, charge and spin), the calculation gives 0.0 kcal/mol. Its spin multiplicity is 6. For the highest occupied orbital energy (alpha / beta), the calculation gives -7.71 / -7.78 eV. As for the gap between HOMO and LUMO (alpha / beta): 7.68 / 6.76 eV.

=====

Record 5
This record from OMol25 describes a structure of composition C17H17F9N2OPb at a distorted geometry. The level of theory is ωB97M-V/def2-TZVPD.

```
47
Properties=species:S:1:pos:R:3
C 1.9697 3.1358 -4.1551
C 1.1965 2.2998 -5.1795
H 1.4115 4.0360 -3.8757
H 2.9383 3.4556 -4.5543
H 2.1596 2.5648 -3.2397
H 0.3099 1.8406 -4.7287
H 0.8603 2.9153 -6.0211
H 1.8185 1.4943 -5.5846
C -0.1988 1.5517 2.7132
C -0.7375 1.8700 3.9545
C -1.8585 1.1714 4.4002
C -2.3993 0.1809 3.5888
H 0.6737 2.0560 2.3043
H -0.2819 2.6509 4.5541
H -2.3060 1.3928 5.3642
H -3.2708 -0.3736 3.9174
N -0.7183 0.5955 1.9263
C -1.8104 -0.0921 2.3496
C -2.3101 -1.1198 1.4230
N -1.6203 -1.2588 0.2521
C -2.0324 -2.1846 -0.6353
C -3.8403 -2.8730 0.7778
C -3.1285 -3.0058 -0.4139
H -1.4482 -2.2508 -1.5459
H -3.4121 -3.7335 -1.1666
C -3.4222 -1.9207 1.6984
H -3.9581 -1.7976 2.6323
H -4.7029 -3.4978 0.9864
Pb 0.0000 0.0000 0.0000
C 0.4823 -0.7439 -1.8370
H -0.3993 -0.5875 -2.4723
H 0.6771 -1.8148 -1.6930
H 1.3510 -0.2747 -2.2983
F 3.6693 -1.4241 -1.4922
C 4.1079 -0.5276 -0.5338
F 5.4475 -0.7725 -0.2866
F 3.9828 0.7465 -1.0599
C 3.2667 -0.6628 0.7650
O 1.9104 -0.3876 0.4474
C 3.3447 -2.1084 1.3256
F 4.6454 -2.4442 1.6588
F 2.5546 -2.2321 2.4553
F 2.8817 -3.0156 0.3885
C 3.7279 0.3685 1.8303
F 5.0480 0.1578 2.1894
F 3.6051 1.6571 1.3401
F 2.9431 0.2745 2.9665
```

The molecular weight comes out at 643.5 g/mol. For the energy relative to the best compared isomer or geometry (same formula, charge and spin), the calculation gives 46.1 kcal/mol. For the highest occupied orbital energy (alpha / beta), the calculation gives -5.76 / -6.43 eV. As for the gap between HOMO and LUMO (alpha / beta): 5.37 / 5.94 eV.

=====

- molecular weight of number 4 (C17H17F6FeN7OS5Sb)?
  787.3 g/mol